1.
2 unconnected molecules or ions with the total composition C4H9O2S. Source: the OMol25 dataset; level of theory: the ωB97M-V functional and the def2-TZVPD basis.

Last column: Mulliken charge in e.
Element x y z (Å)
C 2.523 1.711 -0.721  -0.75
C 1.474 0.994 -1.652  0.44
O 0.594 0.294 -1.106  -0.68
O 1.642 1.230 -2.867  -0.73
H 1.979 2.034 0.172  0.20
H 2.830 2.605 -1.255  0.26
H 3.324 1.030 -0.466  0.20
C -1.322 0.180 1.442  -0.29
C -1.885 -2.394 0.335  -0.68
S -1.700 -1.493 1.921  -0.14
H -2.215 0.696 1.099  0.26
H -0.886 0.669 2.306  0.27
H -0.658 0.151 0.576  -0.07
H -2.886 -2.274 -0.062  0.24
H -1.664 -3.409 0.649  0.25
H -1.149 -2.026 -0.372  0.22

Computed properties:
LUMO = 3.19 eV
net charge = -1

***

2.
2 unconnected molecules or ions with the total composition C4H9O2S. Source: the OMol25 dataset; level of theory: the ωB97M-V functional and the def2-TZVPD basis.

Last column: Mulliken charge in e.
Element x y z (Å)
C 0.875 -1.558 -1.893  -1.27
C 0.104 -0.737 -0.877  0.02
S -0.672 0.683 -1.642  -0.21
C -1.201 1.427 -0.046  -0.61
H 1.311 -2.468 -1.457  0.36
H 1.693 -0.964 -2.331  0.31
H 0.236 -1.832 -2.756  0.31
H 0.797 -0.423 -0.060  0.14
H -0.713 -1.350 -0.368  0.23
H -2.071 0.912 0.394  0.23
H -0.373 1.372 0.669  0.16
H -1.473 2.461 -0.264  0.34
O 1.292 0.683 1.841  -0.71
C 0.678 -0.237 2.467  -0.05
O -0.353 -0.866 2.045  -0.65
H 1.092 -0.558 3.455  0.42

Computed properties:
LUMO = 3.49 eV
net charge = -1

***

Which structure loses on stability? 2 does.

***

1.
A gas-phase ion, C8H11N2O (charge +1). Source: the OMol25 dataset; level of theory: the ωB97M-V functional and the def2-TZVPD basis.

Last column: Mulliken charge in e.
Element x y z (Å)
H 1.374 0.846 -1.497  0.28
N 2.337 0.676 -1.276  -0.54
C 2.492 -0.050 -0.285  0.67
C 3.831 -0.476 0.232  -1.06
O 1.546 -0.486 0.617  -0.36
C 0.260 -0.072 0.453  -0.19
C 0.017 1.282 0.583  0.17
C -1.219 1.796 0.322  -0.73
C -2.220 0.960 -0.050  0.22
N -2.012 -0.402 -0.114  0.03
C -3.173 -1.240 -0.309  -0.93
C -0.750 -0.985 0.128  -0.28
H 4.539 -0.380 -0.687  0.32
H 3.722 -1.435 0.624  0.36
H 4.125 0.321 0.897  0.27
H 0.812 1.815 0.915  0.61
H -1.335 2.845 0.622  0.40
H -3.319 1.293 -0.257  0.27
H -3.873 -0.556 -0.643  0.23
H -3.225 -2.082 -0.873  0.40
H -3.302 -1.621 0.702  0.43
H -0.626 -2.048 -0.104  0.44

Computed properties:
LUMO = -4.99 eV
structure (SMILES) = [H]/N=C(/C)Oc1ccc[n+](C)c1
net charge = +1

***

2.
A gas-phase ion, C8H11N2O (charge +1). Source: the OMol25 dataset; level of theory: the ωB97M-V functional and the def2-TZVPD basis.

Last column: Mulliken charge in e.
Element x y z (Å)
C -0.834 2.264 -0.082  -0.80
C -1.987 1.536 0.034  -0.46
C 0.370 1.634 -0.077  -0.64
C -0.662 -0.590 0.068  0.55
C -1.960 0.069 0.116  0.54
C 0.440 0.197 -0.097  0.44
C 3.954 -0.088 -0.282  -0.16
C -0.399 -2.146 -0.034  -1.38
N -3.191 -0.452 0.261  -0.56
N 1.713 -0.348 -0.162  0.04
O 2.779 0.430 -0.010  -0.07
H -0.934 3.286 0.137  0.41
H -2.894 2.159 0.239  0.16
H 1.109 2.311 -0.323  0.45
H 4.854 0.479 -0.357  0.31
H 4.085 -1.157 -0.430  0.28
H 0.377 -2.071 -0.796  0.40
H -0.018 -2.686 0.842  0.31
H -1.341 -2.568 -0.405  0.41
H -3.823 0.297 0.539  0.25
H -3.454 -1.137 0.974  0.27
H 1.819 -1.420 -0.159  0.24

Computed properties:
LUMO (alpha / beta) = -6.38 / -4.92 eV
net charge = +1

***

Which structure loses on stability? 2 does.

***

1.
2 unconnected molecules or ions with the total composition C3H8NO4. Source: the OMol25 dataset; level of theory: the ωB97M-V functional and the def2-TZVPD basis.

Last column: Mulliken charge in e.
Element x y z (Å)
O -2.102 1.323 -1.311  -0.66
C -1.268 0.546 -1.754  0.45
O -1.005 0.188 -3.044  -0.79
C -0.506 -0.346 -0.618  0.13
C -0.960 -0.074 0.828  -0.53
O -1.244 -1.206 1.585  -0.55
N 0.942 -0.216 -0.913  -0.66
H -0.650 -1.381 -0.932  0.27
H -1.979 0.509 0.832  0.26
H -0.419 0.596 1.445  0.24
H -0.351 -1.603 1.771  0.31
H 1.111 0.829 -0.883  0.32
H 1.229 -0.556 -1.889  0.27
H 2.446 0.169 0.775  0.38
H 2.038 0.611 2.391  0.29
O 2.719 0.611 1.718  -0.71

Computed properties:
LUMO = 3.41 eV
net charge = -1

***

2.
A molecular structure, C3H8NO4. Source: the OMol25 dataset; level of theory: the ωB97M-V functional and the def2-TZVPD basis.

Last column: Mulliken charge in e.
Element x y z (Å)
C 0.377 0.301 1.032  -0.35
C -0.741 0.018 2.048  -0.73
O -0.314 -0.199 3.455  -0.55
N 0.285 -0.474 -0.162  -0.46
C -0.499 0.258 -1.115  0.43
O -0.938 -0.575 -2.110  -0.52
O -0.966 1.403 -0.946  -0.64
H 0.584 1.392 0.893  0.26
H 1.354 0.044 1.525  0.46
H -0.219 -1.036 2.699  0.38
H -1.448 -0.759 1.567  0.34
H -1.461 0.839 1.973  0.40
H 0.763 0.131 -1.233  0.40
H 1.983 -0.008 -3.751  0.15
H -0.097 -0.802 -2.603  0.49
O 1.336 -0.533 -3.272  -1.07

Computed properties:
LUMO = 3.36 eV
net charge = -1

***

Which structure loses on stability? 2 does.

***

1.
A gas-phase ion, C5H11NO (charge +1). Source: the OMol25 dataset; level of theory: the ωB97M-V functional and the def2-TZVPD basis.

Last column: Mulliken spin population.
Element x y z (Å)
C -0.266 1.633 -0.040  0.01
N -0.764 0.297 0.033  0.76
C -1.692 -0.272 -0.962  0.00
C 1.270 -1.032 -0.564  0.09
C 0.189 -0.745 0.537  -0.01
C 0.885 -0.191 1.793  0.02
O 1.932 0.380 1.757  0.00
H -0.838 2.257 0.665  0.05
H 0.793 1.707 0.172  0.01
H -0.493 2.106 -1.000  0.03
H -2.311 -0.967 -0.437  0.01
H -1.124 -0.703 -1.783  0.03
H -2.246 0.584 -1.328  0.01
H 2.040 -0.265 -0.475  0.00
H 0.871 -1.021 -1.566  -0.01
H 1.812 -1.859 -0.110  0.00
H -0.382 -1.633 0.570  0.00
H 0.324 -0.275 2.740  0.00

Computed properties:
LUMO (alpha / beta) = -3.71 / -7.43 eV
net charge = +1
multiplicity = 2

***

2.
2 unconnected molecules or ions with the total composition C5H11NO. Source: the OMol25 dataset; level of theory: the ωB97M-V functional and the def2-TZVPD basis.

Last column: Mulliken spin population.
Element x y z (Å)
C 0.467 0.086 -0.243  0.46
C 1.069 -1.003 -0.752  0.12
N 0.358 -2.143 -0.825  0.38
C 1.061 1.459 -0.123  -0.08
C -0.092 2.323 0.189  0.04
C -0.296 3.514 0.888  0.01
H -0.687 -0.099 -0.378  -0.01
H 1.990 -0.943 -1.257  0.01
H 0.382 -2.717 -1.707  -0.01
H -0.450 -2.513 -0.251  -0.02
H 1.948 1.513 0.596  0.03
H 1.415 1.744 -1.147  0.07
H -1.034 1.997 -0.264  0.00
H -1.259 3.719 1.301  0.00
H 0.503 4.287 0.807  0.00
H -1.134 -4.081 0.799  0.00
H -2.139 -3.240 1.541  0.00
O -2.100 -3.902 0.826  0.00

Computed properties:
LUMO (alpha / beta) = -4.12 / -7.46 eV
net charge = +1
multiplicity = 2

***

3.
2 unconnected molecules or ions with the total composition C5H11NO. Source: the OMol25 dataset; level of theory: the ωB97M-V functional and the def2-TZVPD basis.

Last column: Mulliken spin population.
Element x y z (Å)
C -1.309 0.265 -2.304  0.00
C -0.088 -0.441 -1.774  -0.04
C 0.007 -1.325 -0.514  0.04
C -0.559 -0.536 0.631  0.06
C 0.524 0.476 1.280  -0.12
N -0.048 1.574 1.880  0.56
O 1.726 -0.059 1.379  0.86
H -2.274 -0.265 -2.099  0.00
H -1.486 1.201 -1.853  0.00
H -1.284 0.355 -3.480  0.00
H 0.617 0.335 -1.536  0.00
H 0.180 -1.065 -2.676  0.00
H 1.159 -1.584 -0.282  -0.01
H -0.505 -2.242 -0.663  0.00
H -0.515 -1.262 1.360  -0.01
H -1.577 -0.103 0.682  0.01
H 0.300 1.529 -0.274  -0.34
H 0.463 1.921 2.714  -0.02

Computed properties:
LUMO (alpha / beta) = -7.79 / -8.68 eV
net charge = +1
multiplicity = 2

***

Which structure loses on stability? 3 does.

***

1.
C12H11NO in the gas phase. Source: the OMol25 dataset; level of theory: the ωB97M-V functional and the def2-TZVPD basis.

Last column: Mulliken charge in e.
Element x y z (Å)
C 2.768 2.093 -0.051  -0.59
C 3.754 1.049 -0.067  -0.68
C 1.464 1.734 0.060  -0.22
C 3.319 -0.300 -0.056  -0.42
C 1.009 0.445 0.102  0.10
C 1.914 -0.587 -0.023  0.48
C -1.454 0.889 0.420  -0.73
C -0.386 0.043 0.129  0.87
C -0.797 -1.224 0.563  -0.44
C -2.877 0.626 0.066  -0.75
C -2.051 -1.779 0.115  -0.73
C -3.023 -0.772 -0.537  -0.66
N 1.461 -1.885 -0.224  0.04
O 2.059 -2.876 0.237  -0.41
H 2.904 3.188 -0.005  0.34
H 4.711 1.406 -0.184  0.45
H 0.657 2.596 0.046  0.13
H 3.869 -1.213 -0.060  0.46
H -1.370 1.747 0.915  0.56
H -3.718 0.700 0.929  0.27
H -3.277 1.338 -0.607  0.33
H -1.848 -2.686 -0.459  0.44
H -2.417 -2.398 0.877  0.46
H -3.949 -1.266 -0.525  0.44
H -2.720 -0.867 -1.662  0.25

Computed properties:
LUMO (alpha / beta) = -0.88 / -0.87 eV

***

2.
A molecular structure, C12H11NO. Source: the OMol25 dataset; level of theory: the ωB97M-V functional and the def2-TZVPD basis.

Last column: Mulliken charge in e.
Element x y z (Å)
C -2.131 2.108 0.618  -1.25
C -2.148 0.623 0.234  1.22
C -3.362 0.061 0.207  -0.61
C -3.557 -1.184 -0.304  -0.47
C -1.266 -1.537 -0.607  -0.13
C -1.072 -0.023 -0.405  0.02
C 1.386 0.203 -0.357  0.96
C 2.606 0.718 -0.997  -0.43
C 3.921 0.350 -0.651  -0.18
C 3.867 -0.912 0.339  -0.58
C 2.713 -1.190 0.984  -0.40
C 1.385 -0.769 0.626  -0.55
H -1.838 2.559 -0.305  0.31
H -3.203 2.298 0.932  0.39
H -1.675 2.389 1.517  0.33
H -4.371 0.947 0.182  0.09
H -4.468 -1.715 -0.288  0.42
H -0.394 -2.088 -0.921  0.51
H 2.883 1.378 -2.076  0.08
H 4.678 0.947 -1.170  0.32
H 5.052 -0.698 1.171  0.17
H 2.925 -2.078 1.788  0.20
H 0.405 -0.965 0.976  0.60
N -2.472 -2.179 -0.657  -0.60
O 0.138 0.757 -0.837  -0.44

Computed properties:
LUMO = 0.39 eV

***

Which structure loses on stability? 2 does.

***

1.
C2H2S in the gas phase. Source: the OMol25 dataset; level of theory: the ωB97M-V functional and the def2-TZVPD basis.

Last column: Mulliken charge in e.
Element x y z (Å)
C 0.426 0.093 1.297  0.06
C -0.079 0.066 0.166  -0.36
S -0.796 0.348 -1.376  -0.24
H 0.926 0.201 2.223  0.37
H -0.477 -0.707 -2.310  0.15

Computed properties:
LUMO = 0.51 eV
structure (SMILES) = C#CS

***

2.
C2H2S in the gas phase. Source: the OMol25 dataset; level of theory: the ωB97M-V functional and the def2-TZVPD basis.

Last column: Mulliken charge in e.
Element x y z (Å)
C 0.657 0.018 -0.094  0.01
C -0.735 0.464 0.022  -0.50
S 0.243 -0.552 1.441  -0.14
H 1.420 -0.155 -0.806  0.37
H -1.585 0.224 -0.563  0.27

Computed properties:
LUMO (alpha / beta) = -0.21 / -0.21 eV
structure (SMILES) = C1=CS1

***

Which structure loses on stability? 2 does.

***

1.
A molecular structure, C22H28N6. Source: the OMol25 dataset; level of theory: the ωB97M-V functional and the def2-TZVPD basis.

Last column: Mulliken charge in e.
Element x y z (Å)
C 2.220 -0.433 1.709  0.45
C 3.585 -0.230 1.700  -0.19
N 4.708 0.032 1.702  -0.65
H 1.959 -0.687 2.736  0.24
H 2.046 -1.329 1.113  0.05
H 1.529 0.361 1.427  0.18
N 2.057 2.726 -0.979  -0.15
C 1.938 3.644 -0.019  -0.35
C 2.617 3.403 1.077  -1.21
C 3.167 2.127 0.871  0.01
C 2.819 1.733 -0.422  -0.84
H 1.541 2.750 -1.847  0.42
H 1.200 4.408 -0.214  0.42
H 2.584 3.916 2.027  0.40
H 3.672 1.475 1.569  0.68
H 2.823 0.778 -0.926  0.63
N -1.339 1.376 -5.356  -0.06
C -1.029 1.442 -4.018  -1.26
C -0.915 2.723 -3.775  -0.15
C -0.962 3.486 -4.932  -0.78
C -1.195 2.601 -5.927  -0.40
H -1.505 0.503 -5.836  0.20
H -1.005 0.536 -3.430  1.32
H -0.791 3.113 -2.776  0.56
H -0.911 4.560 -5.029  0.37
H -1.482 2.740 -6.959  0.37
N -1.008 -3.859 2.256  -0.08
C -2.285 -4.065 1.732  -0.51
C -2.276 -3.719 0.422  -0.68
C -0.957 -3.402 0.065  0.56
C -0.171 -3.530 1.218  -1.13
H -0.702 -3.733 3.210  0.29
H -3.072 -4.371 2.404  0.41
H -3.175 -3.685 -0.175  0.41
H -0.568 -3.060 -0.883  0.17
H 0.860 -3.225 1.316  0.62
N -0.277 -1.377 -0.131  0.15
C 0.052 -1.451 -1.504  -0.81
C 0.289 -0.191 -1.977  -2.01
C 0.359 0.615 -0.878  0.56
C -0.060 -0.058 0.247  -1.98
H -0.579 -2.139 0.458  0.77
H -0.024 -2.372 -2.062  0.43
H 0.532 0.103 -2.988  1.69
H 0.485 1.683 -0.983  0.03
H -0.103 0.299 1.266  0.97
N -2.115 0.069 4.130  -0.03
C -2.833 -0.745 3.251  -1.48
C -1.948 -1.509 2.544  -0.16
C -0.672 -1.048 2.890  0.19
C -0.767 -0.146 3.900  -1.01
H -2.455 0.721 4.822  0.20
H -3.887 -0.575 3.414  0.45
H -2.246 -2.173 1.747  0.52
H 0.281 -1.269 2.434  0.73
H -0.005 0.458 4.370  0.45

Computed properties:
LUMO = 0.55 eV

***

2.
6 unconnected molecules or ions with the total composition C22H28N6. Source: the OMol25 dataset; level of theory: the ωB97M-V functional and the def2-TZVPD basis.

Last column: Mulliken charge in e.
Element x y z (Å)
C 2.917 -4.757 -1.928  -0.75
C 2.251 -3.644 -1.600  0.03
C 1.394 -3.276 -2.698  -0.36
N 1.691 -4.141 -3.684  -0.02
C 2.600 -5.117 -3.170  -0.54
H 3.557 -5.274 -1.228  0.38
H 2.303 -3.144 -0.644  0.38
H 0.711 -2.454 -2.854  0.30
H 1.319 -4.019 -4.615  0.21
H 2.745 -6.000 -3.774  0.37
C 1.155 2.260 -6.549  -0.53
C 0.389 1.797 -7.710  -0.19
C -0.574 0.889 -7.231  -0.73
N -0.451 0.834 -5.821  0.05
C 0.538 1.628 -5.437  -0.25
H 2.023 2.900 -6.613  0.36
H 0.632 2.173 -8.693  0.37
H -1.303 0.319 -7.786  0.36
H -1.036 0.265 -5.226  0.24
H 0.735 1.618 -4.375  0.31
C -1.852 -2.220 4.306  -0.79
C -0.856 -1.647 3.474  0.35
C 0.094 -1.230 4.380  -0.72
N -0.232 -1.581 5.693  0.00
C -1.439 -2.121 5.622  -0.60
H -2.801 -2.578 3.933  0.42
H -0.802 -1.611 2.396  0.23
H 1.015 -0.667 4.333  0.46
H 0.273 -1.258 6.505  0.23
H -1.874 -2.479 6.543  0.41
C 0.749 2.409 3.005  0.16
C 0.802 3.086 1.792  -0.34
C 1.961 3.779 1.685  -0.70
N 2.585 3.597 2.886  0.01
C 1.874 2.755 3.722  -0.97
H -0.017 1.772 3.421  0.47
H -0.011 3.021 1.084  0.40
H 2.198 4.466 0.886  0.37
H 3.453 4.022 3.180  0.18
H 2.234 2.550 4.720  0.38
C -3.112 2.638 1.797  -0.77
C -2.500 1.522 1.284  0.14
C -3.118 0.386 1.911  -0.99
N -3.760 0.870 2.979  0.09
C -3.754 2.218 2.913  -0.50
H -2.903 3.654 1.495  0.40
H -1.792 1.608 0.472  0.53
H -3.015 -0.678 1.754  0.48
H -4.233 0.325 3.686  0.24
H -4.176 2.923 3.615  0.39
C 0.407 -0.603 -0.253  -0.22
C -0.023 -0.018 -1.466  0.30
N -0.459 0.478 -2.360  -0.39
H 0.642 0.221 0.421  0.11
H 1.267 -1.269 -0.319  0.07
H -0.420 -1.193 0.142  0.18

Computed properties:
LUMO = 0.61 eV
structure (SMILES) = c1cc[nH]c1.c1cc[nH]c1.c1cc[nH]c1.c1cc[nH]c1.c1cc[nH]c1.CC#N

***

Which structure loses on stability? 1 does.

***

1.
C5H9NOS in the gas phase. Source: the OMol25 dataset; level of theory: the ωB97M-V functional and the def2-TZVPD basis.

Last column: Mulliken charge in e.
Element x y z (Å)
C -1.800 -1.260 1.075  -0.71
C -1.687 -1.079 -0.243  -0.02
C -1.471 0.188 -1.088  -0.98
C -1.198 1.482 -0.313  -0.24
O -0.088 1.220 0.879  -0.34
N 1.119 1.357 0.348  -0.14
C 1.783 0.338 -0.101  -0.13
S 1.665 -1.268 -0.173  -0.32
H -2.323 -2.221 1.269  0.23
H -1.467 -0.621 1.864  0.31
H -1.685 -1.871 -1.135  0.19
H -0.792 -0.094 -1.700  0.53
H -2.325 0.430 -1.734  0.43
H -2.222 1.920 0.134  0.30
H -0.531 2.194 -1.055  0.28
H 1.240 2.352 0.115  0.29
H 2.578 0.929 -0.442  0.33

Computed properties:
LUMO = 0.59 eV
structure (SMILES) = C=CCCONC=S

***

2.
A molecular structure, C5H9NOS. Source: the OMol25 dataset; level of theory: the ωB97M-V functional and the def2-TZVPD basis.

Last column: Mulliken charge in e.
Element x y z (Å)
C -2.083 0.332 1.269  -0.98
C -1.575 0.783 -0.091  -0.56
C -0.115 0.987 -0.341  0.54
C 0.332 2.129 -0.773  -0.93
C -0.072 -1.585 -0.536  0.09
H -2.040 -0.865 1.447  0.19
H -3.158 0.480 1.347  0.31
H -1.369 0.908 1.904  0.33
H -1.798 1.851 -0.120  0.38
H -1.990 0.242 -1.167  0.30
H 1.252 2.145 -1.046  0.42
H -0.201 3.190 -0.498  0.18
H 3.487 0.479 -0.100  0.17
H 0.754 -2.296 -0.412  0.37
N 0.626 -0.354 -0.579  -0.15
O -1.442 -1.857 -0.576  -0.54
S 2.081 -0.292 0.634  -0.13

Computed properties:
LUMO = -0.90 eV

***

Which structure loses on stability? 2 does.